[1]
Formula: C29H19BiBr2N10OP
Source: the Open Molecules 2025 dataset
Level of theory: ωB97M-V/def2-TZVPD

The geometry in XYZ format:
```
63
Properties=species:S:1:pos:R:3
Bi -0.96366 0.55671 -0.60597
C 4.60937 0.76288 1.43381
C 3.40006 0.75205 2.18046
C 2.26161 0.08226 1.77781
C 2.21097 -0.59075 0.52159
C 3.39313 -0.55109 -0.26901
C 4.61952 0.03177 0.19378
P 0.99975 -1.76530 -0.10557
C 1.89517 -3.33633 -0.17216
C 3.05651 -3.57030 0.57927
C 3.73343 -4.78140 0.49383
C 3.30039 -5.78738 -0.41360
C 2.22325 -5.48811 -1.25976
C 1.47021 -4.33185 -1.07771
C -0.13472 -1.72297 1.27566
C 0.00608 -2.60402 2.37340
C -1.00506 -2.58460 3.31763
C -1.99928 -1.54859 3.29744
C -1.93901 -0.59035 2.32234
C -1.08942 -0.76336 1.25187
H 5.57183 1.20675 1.78444
H 3.38171 1.10405 3.24248
H 1.44373 0.00439 2.50625
H 3.44526 -1.07063 -1.22478
H 5.49867 0.00428 -0.37441
H 3.39145 -2.75490 1.23343
H 4.61353 -4.93227 1.09922
H 3.92651 -6.72604 -0.47227
H 1.86607 -6.05807 -2.06923
H 0.51381 -4.19494 -1.65288
H 0.80230 -3.39368 2.37852
H -1.06673 -3.37394 4.11762
H -2.73754 -1.48041 4.11303
H -2.58716 0.27643 2.35972
N -1.19920 -0.44995 -4.43419
C -1.60522 -1.37842 -3.48788
N -1.86208 -2.62687 -3.83252
N -2.31763 -3.22686 -2.71420
N -2.25751 -2.31500 -1.71309
N -1.91896 -1.12356 -2.14899
C -0.83213 0.86136 -4.24324
N -0.09263 1.44890 -5.21660
N 0.14865 2.69399 -4.75352
N -0.52662 2.89018 -3.61965
N -1.09130 1.64979 -3.24177
H -0.62883 -0.87022 -5.13302
Br -5.71227 1.66265 -0.83165
C -4.55406 2.86670 -0.08482
C -4.96898 4.19252 0.09086
C -3.99947 5.12202 0.55711
Br -4.68895 6.66817 1.21503
C -2.60395 4.76937 0.77100
C -1.58732 5.77307 0.91360
C -0.31551 5.36356 1.10432
C 0.05138 4.02301 1.09842
N -0.85748 3.06715 0.88042
C -2.18005 3.42584 0.66511
C -3.19269 2.48127 0.22951
O -2.91682 1.22966 -0.06298
H -5.97038 4.52589 -0.14794
H -1.89509 6.77425 1.07965
H 0.44731 6.07508 1.37780
H 1.01602 3.64613 1.52695
```

Its energy above the lowest of the compared OMol25 structures with the same formula, charge and spin is 0.0 kJ/mol. Its charge is -1. The value obtained for the highest occupied orbital energy is -4.588 eV. For the LUMO energy, the calculation gives 0.057 Ha. The calculation puts the total energy at -202541.4104 eV. The maximum force comes out at 0.075 hartree/bohr.

natural (NBO) population analysis, charges in e, atoms 1 to 5: number 1, Bi, carries 1.838; number 2, C, carries -0.215; number 3, C, carries -0.234; number 4, C, carries -0.157; number 5, C, carries -0.385

[2]
Formula: C4H10O2
Source: the Open Molecules 2025 dataset
Level of theory: ωB97M-V/def2-TZVPD

The geometry in XYZ format:
```
16
Properties=species:S:1:pos:R:3
C -1.08543 -1.02442 -0.67159
C -0.04762 0.07586 -0.94153
C -0.36202 1.38203 -0.22122
O 0.45055 -0.39010 2.46260
C 1.32372 -0.45917 -0.61725
O 2.11609 0.03553 0.15578
H -0.84812 -1.94071 -1.22526
H -1.11561 -1.25763 0.39870
H -2.08024 -0.69144 -0.98545
H -1.21702 1.88339 -0.68572
H -0.60580 1.17510 0.82451
H 0.49528 2.06184 -0.24522
H 0.18426 0.37570 2.98435
H 1.59442 -1.39166 -1.15529
H -0.01637 0.24773 -2.02843
H 1.21391 -0.08204 1.95102
```

Its energy above the lowest of the compared OMol25 structures with the same formula, charge and spin is 52.5 kJ/mol. The value obtained for the highest occupied orbital energy is -10.047 eV. For the LUMO energy, the calculation gives 0.033 Ha. Its structure (SMILES) is CC(C)C=O.O. The calculation puts the total energy at -8405.0030 eV. The maximum force comes out at 0.010 hartree/bohr.

natural (NBO) population analysis, charges in e, atoms 1 to 5: number 1, C, carries -0.606; number 2, C, carries -0.332; number 3, C, carries -0.616; number 4, O, carries -0.957; number 5, C, carries 0.477

[3]
Formula: C48H40ClN3O5P2Pm
Source: the Open Molecules 2025 dataset
Level of theory: ωB97M-V/def2-TZVPD

The geometry in XYZ format:
```
100
Properties=species:S:1:pos:R:3
Pm 1.67791 -1.15181 -0.14958
C 4.56282 1.64792 -2.01295
C 3.37112 1.39167 -1.20707
O 2.58454 0.42017 -1.46519
C 3.14551 2.36894 -0.17251
C 2.10353 2.39197 0.74117
C 1.73175 3.67534 1.42683
N 1.36987 1.29135 0.98423
N 0.36832 1.39212 1.82494
C -0.53827 0.42539 1.63135
O -0.35362 -0.55512 0.81145
C -1.87078 0.63209 2.28386
C -2.93107 0.01274 1.65519
C -4.24826 0.27466 2.02576
C -4.50739 1.14849 3.13888
C -3.48539 1.63611 3.82789
C -2.19307 1.48725 3.35756
H 4.27174 2.07517 -2.96773
H 5.20681 0.76904 -2.09460
H 5.22589 2.34492 -1.45574
H 3.88314 3.16833 -0.22085
H 1.08622 3.51538 2.29487
H 1.18073 4.25801 0.62018
H 2.63897 4.28046 1.64795
H -2.77425 -0.76649 0.89506
H -5.10915 -0.27252 1.58755
H -5.55316 1.20151 3.32809
H -3.56966 2.08667 4.78288
H -1.35295 2.05740 3.81153
C 5.47143 0.29794 6.52919
C 4.19000 0.78792 6.34931
C 3.40863 0.27583 5.31030
C 3.93534 -0.67615 4.44706
C 5.26565 -1.03823 4.52673
C 6.05012 -0.56450 5.57648
P 2.87274 -1.31918 3.13167
C 1.65595 -2.29392 4.12598
C 1.82276 -2.54264 5.54162
C 0.94287 -3.38385 6.21249
C -0.25050 -3.77566 5.56378
C -0.47612 -3.46999 4.22466
C 0.46849 -2.69203 3.53425
C 3.64220 -2.71774 2.33627
C 4.12591 -3.83778 3.07644
C 4.49392 -4.99850 2.37475
C 4.40045 -5.02542 0.95469
C 4.03656 -3.84021 0.29321
C 3.48818 -2.76035 0.96174
H 6.07495 0.57882 7.36751
H 3.82222 1.54753 7.02503
H 2.36751 0.59886 5.21497
H 5.67134 -1.71674 3.81628
H 7.09129 -0.83239 5.58391
H 2.74501 -2.14408 6.02184
H 1.17618 -3.79901 7.21170
H -0.95746 -4.41515 6.03403
H -1.29763 -3.84333 3.59254
H 0.20358 -2.44823 2.48851
H 4.18224 -3.79684 4.18814
H 4.80336 -5.83112 2.99520
H 4.51599 -5.92073 0.32551
H 4.22626 -3.83923 -0.82474
Cl -2.67079 3.24443 -1.36640
C -4.03623 2.38988 -1.97666
C -5.28379 2.73329 -1.35192
C -6.42831 2.60326 -2.06881
C -6.40807 2.06278 -3.38278
C -5.24233 1.48833 -3.86386
C -4.02084 1.67342 -3.15511
P -2.33424 1.22678 -3.79903
C -2.09698 2.43788 -5.08737
C -0.87104 3.09268 -5.06957
C -0.65380 4.14371 -5.93791
C -1.62352 4.51708 -6.86389
C -2.79859 3.75315 -6.97692
C -3.02017 2.67041 -6.10682
C -2.65441 -0.30351 -4.75005
C -1.94153 -0.71577 -5.85470
C -1.99991 -2.03294 -6.30172
C -2.79325 -2.95569 -5.61441
C -3.64733 -2.53937 -4.59181
C -3.65018 -1.17944 -4.21314
H -5.25749 3.24916 -0.38069
H -7.41890 2.94444 -1.68695
H -7.35748 2.02811 -3.89788
H -5.22451 0.98816 -4.83958
H -0.09986 2.95974 -4.32975
H 0.24076 4.75993 -5.79842
H -1.53216 5.38029 -7.49675
H -3.45423 3.89327 -7.79069
H -3.82498 1.95488 -6.34314
H -1.28282 0.00349 -6.35318
H -1.41004 -2.36931 -7.14923
H -2.75795 -3.97118 -6.03394
H -4.31688 -3.18444 -4.05329
H -4.43747 -0.81433 -3.60152
O 0.05009 -3.08373 -3.17635
N 0.52470 -2.49796 -2.27525
O -0.05984 -1.63260 -1.58980
O 1.70315 -2.68930 -1.91280
```

Its energy above the lowest of the compared OMol25 structures with the same formula, charge and spin is 251.9 kJ/mol. The expectation value of S² is 6.00. Its charge is -1. The value obtained for the highest occupied orbital energy (spin up / spin down) is -3.884 / -3.894 eV. For the LUMO energy (spin up / spin down), the calculation gives 0.085 / 0.085 Ha. The calculation puts the total energy at -112785.4437 eV. The spin multiplicity is 5. The maximum force comes out at 0.094 hartree/bohr.

Löwdin population analysis, charges in e, atoms 1 to 5: number 1, Pm, carries 1.777; number 2, C, carries -0.055; number 3, C, carries -0.485; number 4, O, carries -0.229; number 5, C, carries -0.051

[4]
Formula: C4H12
Source: the Open Molecules 2025 dataset
Level of theory: ωB97M-V/def2-TZVPD

The geometry in XYZ format:
```
16
Properties=species:S:1:pos:R:3
C 1.11462 -2.36766 0.12255
C 0.37969 -2.16723 1.44349
H 2.14989 -2.04099 0.24322
H 1.18662 -3.44011 -0.08596
H 0.60379 -1.93783 -0.72967
H 0.84150 -2.63496 2.31130
H 0.15952 -1.11539 1.62884
H -0.62678 -2.60335 1.37524
C -1.24088 2.61790 -0.30894
C -0.14393 2.00052 -1.20743
H -1.06055 2.52449 0.75425
H -1.56294 3.57775 -0.68531
H -2.11510 1.97327 -0.48825
H 0.60989 2.77276 -1.31081
H -0.52083 1.79165 -2.21165
H 0.22549 1.04917 -0.85087
```

Its energy above the lowest of the compared OMol25 structures with the same formula, charge and spin is 29.3 kJ/mol. The value obtained for the highest occupied orbital energy is -11.542 eV. For the LUMO energy, the calculation gives 0.039 Ha. Its structure (SMILES) is CC.CC. The calculation puts the total energy at -4342.2245 eV. The maximum force comes out at 0.050 hartree/bohr.

natural (NBO) population analysis, charges in e, atoms 1 to 5: number 1, C, carries -0.608; number 2, C, carries -0.607; number 3, H, carries 0.203; number 4, H, carries 0.200; number 5, H, carries 0.206